Entry 1:
ORCA calculation (ωB97M-V/def2-TZVPD) on 4 unconnected molecules or ions with the total composition C34H73F5NO12P2S3 in a non-equilibrium geometry.

```
130
Properties=species:S:1:pos:R:3:forces:R:3
C 2.3300 -5.3570 2.2149 0.191 -0.553 -0.440
C 3.7352 -4.9154 1.5677 -0.288 0.866 0.625
C 4.7991 -4.4004 2.6635 0.046 -0.060 -0.093
C 5.5668 -3.0797 2.1637 0.451 -0.622 0.308
C 6.2797 -3.2441 0.7445 -0.351 0.995 -0.162
C 6.5324 -1.7848 0.0893 -0.707 -0.923 0.088
C 5.1244 -1.0579 -0.2528 1.271 -0.274 0.189
C 5.3013 0.0208 -1.4284 -0.047 -0.680 0.645
C 3.9717 0.9071 -1.6227 0.582 0.084 -1.115
C 4.2594 2.4675 -1.4668 0.554 0.158 -0.133
C 4.6240 2.9458 0.0146 0.139 -0.471 -0.030
C 3.6844 2.3231 1.1656 0.892 1.259 0.557
C 2.3714 3.2163 1.3530 0.468 -0.011 -0.082
C 1.0517 2.6252 0.6749 -0.362 1.153 0.357
O 1.0742 1.2040 0.4296 -0.057 0.031 1.011
C 0.9756 0.4304 1.6360 -2.077 0.423 1.807
P 1.4407 -1.4041 1.3893 1.669 -1.266 -1.090
C 1.8108 -2.1531 3.1113 -0.360 0.411 0.723
O 0.1167 -2.3111 0.7926 0.362 0.750 1.181
C -0.4933 0.6515 2.2655 0.231 -1.086 -0.548
C -1.6931 0.2435 1.2932 -0.051 -0.806 -0.087
C -2.6113 -0.8883 1.9529 -0.999 0.233 -0.143
C -4.0586 -1.0272 1.2323 0.718 -0.747 1.099
C -3.9693 -1.5985 -0.2419 -0.332 -1.594 0.297
F -2.6694 -2.0354 -0.5962 -2.364 0.999 0.856
F -4.7811 -2.7744 -0.3009 1.459 2.165 0.034
C -4.4957 -0.6368 -1.4014 0.249 0.334 -3.403
F -4.8437 0.6517 -1.0015 0.541 -2.630 -0.453
F -3.4453 -0.4792 -2.3693 -2.317 -0.101 2.284
F -5.5617 -1.2064 -2.1288 2.299 1.580 2.097
N -0.5232 2.1186 2.6863 0.437 0.498 0.781
C -1.7451 2.4491 3.4851 -1.885 -0.002 0.989
C -0.2704 3.0477 1.5262 -1.147 -0.094 -3.384
P -0.2696 4.8648 2.0849 0.886 1.573 1.411
C -2.0542 5.5672 2.0114 -0.003 -0.198 -0.669
O 0.6001 5.8647 0.9880 -2.155 -1.399 0.432
H 1.5054 -4.9632 1.5279 0.836 -0.540 1.079
H 2.1952 -4.9755 3.2861 0.209 -0.514 -1.624
H 2.2065 -6.4954 2.2291 0.216 1.604 0.066
H 3.5148 -4.0039 0.9034 0.354 -1.387 0.679
H 4.1755 -5.7546 0.9255 -0.687 1.300 0.884
H 5.5016 -5.2709 2.8940 -0.629 1.326 -0.308
H 4.3047 -4.1337 3.6626 0.497 -0.483 -1.478
H 4.8253 -2.2024 2.1903 0.991 -1.281 -0.304
H 6.3941 -2.8074 2.9150 -1.279 -0.390 -0.951
H 7.2543 -3.8151 0.8768 -1.166 0.756 -0.168
H 5.6474 -3.8134 -0.0136 0.672 0.563 1.113
H 7.1307 -1.1716 0.8363 -0.573 -0.562 -1.160
H 7.0985 -1.9549 -0.8804 -0.451 0.447 1.208
H 4.3816 -1.8789 -0.5469 0.822 1.297 0.362
H 4.7853 -0.5805 0.7267 0.119 -0.451 -1.437
H 6.2299 0.6617 -1.2155 -1.411 -0.730 -0.163
H 5.5721 -0.5787 -2.3708 -0.574 0.985 1.240
H 3.1243 0.5386 -0.9647 1.091 0.480 -0.697
H 3.6426 0.7372 -2.7065 0.231 0.320 1.494
H 5.1787 2.7105 -2.1147 -1.350 -0.339 0.835
H 3.4179 3.1185 -1.9062 0.981 -1.091 0.773
H 4.5915 4.0930 0.0259 -0.076 -1.620 0.217
H 5.7087 2.6810 0.2834 -1.548 0.175 -0.584
H 3.4978 1.2119 1.0484 0.127 1.447 -0.136
H 4.2923 2.4383 2.1366 -0.936 -0.223 -1.326
H 2.2389 3.4682 2.4657 -0.059 -0.498 -1.476
H 2.5859 4.2241 0.8450 -0.509 -1.449 0.844
H 0.9164 3.1333 -0.3452 0.195 -0.999 1.449
H 1.7086 0.8128 2.4442 -0.647 -0.678 -1.170
H 1.1958 -3.1126 3.2536 0.747 1.652 -0.093
H 1.6185 -1.3914 3.9444 0.059 -1.209 -0.904
H 2.9143 -2.4436 3.1937 -1.545 0.492 -0.403
H 0.2194 -3.2594 1.0235 0.062 0.769 -0.144
H -0.6120 0.0445 3.2322 0.390 0.950 -1.246
H -2.3700 1.1034 0.9821 0.988 -0.863 0.529
H -1.2417 -0.1836 0.3430 -0.558 0.653 1.114
H -2.1446 -1.9249 1.9268 -0.254 1.558 0.064
H -2.8588 -0.6180 3.0440 0.447 -0.402 -1.525
H -4.6636 -0.0774 1.3524 0.788 -1.073 -0.627
H -4.6064 -1.8251 1.8523 0.690 1.106 -1.156
H 0.2931 2.2171 3.3292 -0.563 0.110 -0.410
H -1.9619 1.5850 4.2077 0.420 1.205 -1.144
H -2.6589 2.5856 2.8109 1.476 -0.358 0.765
H -1.6558 3.3889 4.1158 0.353 -1.084 -1.009
H -1.1772 2.9204 0.8295 1.273 -0.238 0.979
H -2.8317 4.7579 1.8432 0.889 1.024 0.104
H -2.1325 6.3464 1.1716 -0.037 -1.112 1.237
H -2.2456 6.0593 3.0148 0.282 -0.530 -1.304
H -0.0855 6.3105 0.4465 0.764 -0.180 -0.006
O -3.9127 4.7921 -6.2795 -0.454 -0.505 0.003
S -4.2752 3.5630 -6.9332 0.458 -0.333 -0.283
O -5.6502 3.2010 -7.1568 0.660 0.439 0.355
O -3.5276 2.3361 -6.1927 -0.024 0.482 -0.656
C -3.7289 2.1665 -4.7888 -0.399 -0.163 0.845
C -5.1066 1.6060 -4.4826 -0.220 0.137 -0.114
C -3.4188 3.4589 -8.4780 0.111 -0.140 0.063
H -3.5602 3.1100 -4.2606 -0.016 0.048 -0.202
H -2.9719 1.4613 -4.4401 0.101 0.082 -0.354
H -5.8895 2.3139 -4.7571 0.030 -0.008 0.034
H -5.2046 1.3927 -3.4176 0.074 -0.005 -0.068
H -5.2835 0.6898 -5.0501 0.104 0.002 0.115
H -2.3683 3.6973 -8.3195 -0.089 -0.024 0.040
H -3.8712 4.1830 -9.1549 -0.065 -0.003 0.153
H -3.5359 2.4530 -8.8792 -0.023 0.068 0.073
O -9.4754 -1.3673 -8.9930 -0.256 0.503 0.305
S -10.1190 -0.8349 -7.8218 0.124 -0.032 0.508
O -11.0805 0.2312 -7.9040 0.457 -0.419 -0.281
O -8.9892 -0.4354 -6.7382 -0.641 -0.662 -0.176
C -7.9617 0.4796 -7.1305 0.455 0.906 -0.378
C -8.4797 1.9036 -7.2202 -0.226 0.126 -0.196
C -10.8494 -2.1667 -6.9134 0.128 -0.019 0.146
H -7.5086 0.1647 -8.0751 -0.160 -0.112 0.043
H -7.1834 0.4312 -6.3670 -0.227 -0.297 0.063
H -9.2142 2.0063 -8.0197 0.008 -0.052 0.038
H -7.6643 2.5978 -7.4234 -0.115 -0.203 0.099
H -8.9722 2.1927 -6.2887 0.079 -0.036 -0.016
H -10.1218 -2.9703 -6.8126 -0.021 0.091 -0.023
H -11.7165 -2.5123 -7.4755 0.088 0.120 -0.069
H -11.1633 -1.7977 -5.9378 0.041 0.021 -0.096
O 4.6715 -2.5472 5.4266 0.391 0.203 0.205
S 5.2965 -1.7777 6.4711 0.087 0.015 0.873
O 6.6488 -1.3051 6.3570 -0.613 -0.361 -0.330
O 5.1342 -2.5638 7.8708 -0.366 0.836 -0.663
C 5.6239 -3.9057 7.9603 0.670 -0.942 0.013
C 7.1405 -3.9471 8.0307 0.131 0.172 -0.164
C 4.2623 -0.3954 6.8621 -0.115 -0.055 0.134
H 5.2512 -4.5064 7.1253 -0.052 0.202 -0.026
H 5.2125 -4.3346 8.8758 -0.206 0.345 -0.067
H 7.5887 -3.5867 7.1044 -0.018 -0.046 0.025
H 7.4907 -4.9671 8.1974 -0.113 0.020 0.056
H 7.5049 -3.3074 8.8374 -0.055 -0.107 -0.001
H 3.2370 -0.7412 6.9851 0.092 -0.033 0.033
H 4.3257 0.3084 6.0324 0.119 -0.123 -0.014
H 4.6297 0.0730 7.7742 0.006 -0.075 -0.072
```
Forces are in eV/Å.

Summary:
Net charge: +1
E: -127160.9533 eV
HOMO-LUMO gap: 8.12 eV

---

Entry 2:
ORCA calculation (ωB97M-V/def2-TZVPD) on 8 unconnected molecules or ions with the total composition C29H58Cl2O14 in a non-equilibrium geometry.

```
103
Properties=species:S:1:pos:R:3:forces:R:3
C -1.2766 0.6364 -3.6838 0.421 0.012 0.462
Cl -0.9786 -1.0912 -3.4769 -0.127 -0.251 -0.088
Cl -0.2629 1.2663 -5.0051 -0.422 0.114 0.167
H -2.3421 0.8024 -3.8427 0.304 0.015 -0.315
H -0.9557 1.0991 -2.7505 -0.106 0.161 -0.243
O -1.5369 -4.6633 3.4309 -0.806 1.936 -1.092
C -2.2635 -3.9534 2.7354 -0.005 -2.381 1.293
O -2.5951 -2.6817 2.9268 -0.016 0.785 -0.160
C -2.0896 -1.7800 3.9272 0.971 0.157 0.522
C -0.5759 -1.5187 3.8891 -0.855 -0.159 0.476
C -3.1659 -4.5425 1.6376 1.097 -0.220 0.393
H -2.3124 -2.0823 4.9505 -0.362 -0.638 -0.172
H -2.6428 -0.8536 3.7728 0.006 -0.186 -0.213
H -0.0531 -2.4543 4.0873 0.179 0.014 -0.700
H -0.3565 -0.9347 4.7830 -0.019 0.389 -0.081
H -0.2924 -0.9524 3.0020 0.310 -0.422 0.026
H -4.1947 -4.4248 1.9778 -0.022 0.243 -0.445
H -2.9464 -5.6054 1.5373 0.035 0.038 0.279
H -2.9284 -4.1108 0.6653 -0.471 0.406 0.072
O -5.3899 3.1855 1.0371 -0.425 -2.115 -0.287
C -5.5949 2.0166 0.7123 1.018 2.141 1.457
O -5.0499 0.9527 1.3833 -0.296 0.414 -1.037
C -4.3014 1.1990 2.5658 -0.062 0.010 1.306
C -5.2355 0.8897 3.7624 0.546 0.646 -0.808
C -6.3436 1.6222 -0.5215 0.869 0.298 0.617
H -3.8794 2.2031 2.6081 -0.620 0.267 -0.163
H -3.3932 0.5967 2.5898 -0.325 -0.568 -0.480
H -4.6917 0.9527 4.7049 -0.090 -0.058 0.029
H -5.7139 -0.0824 3.6424 0.200 -0.043 0.054
H -6.0119 1.6543 3.7337 -0.098 -0.035 0.276
H -6.3712 2.5363 -1.1147 -0.176 -0.335 -0.196
H -7.3474 1.2659 -0.2899 0.212 -0.256 -0.154
H -5.6469 0.8825 -0.9158 -0.700 -0.322 -0.705
O 5.3627 1.6524 1.2052 0.235 0.398 -1.192
C 6.1279 1.6754 0.2660 0.303 -0.134 -0.499
O 6.0387 2.4811 -0.8564 -0.279 -1.209 1.024
C 4.9179 3.3878 -0.9788 1.718 1.266 -0.960
C 5.3557 4.4141 -2.1251 -1.752 -0.895 1.355
C 7.4279 0.8438 0.1989 -0.919 1.063 0.624
H 4.8816 3.9092 -0.0223 -0.594 0.040 -0.071
H 4.0016 2.8512 -1.2250 0.066 0.066 0.121
H 4.5547 5.1494 -2.2017 -0.059 0.219 0.197
H 5.3286 3.9391 -3.1058 0.740 -0.134 0.146
H 6.2588 4.9493 -1.8317 0.107 -0.382 -0.357
H 8.1783 1.5686 -0.1171 0.284 -0.448 -0.152
H 7.3761 -0.0290 -0.4518 -0.081 0.270 -0.116
H 7.6042 0.5336 1.2289 0.183 -0.126 -0.173
O 6.8304 0.5854 -5.8860 -1.275 -0.215 0.406
C 7.2748 -0.3829 -5.3090 1.948 2.761 -2.189
O 6.6568 -1.1840 -4.4942 -0.455 -0.187 1.742
C 5.2548 -0.9163 -4.2231 -0.924 -0.094 0.489
C 4.8472 -1.4462 -2.8058 0.255 -1.018 -0.417
C 8.7350 -0.6749 -5.5080 0.684 -2.291 1.208
H 4.8472 -1.3975 -5.1122 -1.088 -0.370 0.657
H 4.9183 0.1178 -4.2981 0.942 0.271 -0.136
H 3.8412 -1.2971 -2.4136 -0.533 0.314 -1.248
H 5.3521 -1.0541 -1.9229 1.017 0.303 -0.563
H 4.9674 -2.5295 -2.7934 0.204 -0.062 0.129
H 9.4921 0.0455 -5.8175 -0.993 0.622 0.029
H 8.8714 -1.5331 -6.1661 -0.281 -0.065 -0.273
H 9.0363 -1.1000 -4.5506 0.505 0.053 0.155
O -3.5966 -3.2938 -2.4758 -2.803 -1.842 0.544
C -4.7945 -3.6178 -2.2895 2.841 1.939 0.458
O -5.2469 -4.7540 -1.7527 0.029 1.392 -1.041
C -4.3120 -5.8027 -1.5698 -0.788 -1.409 -0.026
C -5.1461 -7.0834 -1.9434 0.982 0.288 0.693
C -5.8404 -2.5961 -2.5672 -1.481 -0.044 -1.321
H -3.9737 -5.6744 -0.5416 -0.052 -0.799 0.024
H -3.4327 -5.6929 -2.2045 -0.209 0.108 -0.181
H -4.5415 -7.9832 -1.8296 0.176 0.030 -0.225
H -5.5038 -7.0035 -2.9699 0.232 0.057 -0.015
H -6.0220 -7.2671 -1.3211 0.049 0.493 0.208
H -5.4841 -1.9637 -3.3803 0.271 0.325 0.499
H -6.2684 -2.0258 -1.7428 0.768 0.000 0.326
H -6.7440 -3.0239 -3.0014 -0.036 -0.571 0.045
O -0.3553 5.5624 5.5040 0.288 0.940 1.199
C -0.7819 5.0523 4.5097 -1.939 0.722 2.223
O -0.0441 4.5170 3.6360 1.496 -1.746 -3.961
C 1.3675 4.6989 3.5849 0.654 -1.537 -0.486
C 1.9074 3.7206 2.5156 -0.562 0.016 -0.484
C -2.2394 4.9158 4.1506 0.787 0.470 -0.206
H 1.7457 4.2686 4.5122 0.342 1.142 0.325
H 1.5946 5.7344 3.3316 0.107 -0.043 0.570
H 1.2894 3.6843 1.6184 -0.467 0.136 0.121
H 1.9171 2.7110 2.9264 0.112 0.008 -0.028
H 2.8854 3.9353 2.0849 0.259 0.262 0.688
H -2.4242 5.7732 3.5034 -0.332 0.061 -0.035
H -2.8442 5.0034 5.0532 -0.099 -0.391 -0.326
H -2.3061 4.0328 3.5150 -0.639 -0.078 0.376
O -1.1476 1.1950 0.1416 1.515 -2.632 0.368
C -0.8935 -0.0077 0.2528 -0.776 -0.110 0.157
O 0.3089 -0.6325 0.5711 -3.607 -0.024 -0.784
C 1.3991 0.1473 0.7931 1.144 1.730 1.624
C 2.2029 0.3349 -0.4368 1.145 -0.522 -0.102
C -1.9423 -1.1017 0.0361 -0.088 0.120 0.312
H 1.9188 -0.3218 1.6285 0.557 -0.253 -0.294
H 1.1274 1.1096 1.2269 -0.398 0.257 -0.256
H 1.5909 0.5638 -1.3092 0.057 0.357 0.120
H 2.7331 -0.5953 -0.6408 -0.002 -0.076 -0.220
H 2.9723 1.0712 -0.2046 -0.047 0.219 -0.419
H -1.9412 -1.3434 -1.0268 -0.419 0.210 -0.032
H -2.9090 -0.7784 0.4223 -0.102 0.460 -0.588
H -1.8245 -2.0582 0.5453 0.913 0.261 0.124
```
Forces are in eV/Å.

Summary:
SMILES: CCOC(C)=O.CCOC(C)=O.CCOC(C)=O.CCOC(C)=O.CCOC(C)=O.CCOC(C)=O.CCOC(C)=O.ClCCl
E: -84722.3885 eV
HOMO-LUMO gap: 10.39 eV

---

Entry 3:
ORCA calculation (ωB97M-V/def2-TZVPD) on a molecular structure, C26H27BBeBrCl5F2Mg2N4O9S in a non-equilibrium geometry.

```
79
Properties=species:S:1:pos:R:3:forces:R:3
C 2.0854 0.8698 2.8619 -0.061 -0.160 -0.671
C 1.9825 1.2212 1.4801 -0.899 0.016 0.343
C 1.0829 0.5185 0.3982 0.868 -2.346 -2.207
C -0.4462 0.5254 0.3594 0.739 -0.923 -1.392
C -1.2548 1.2866 1.4915 1.041 -0.124 0.532
C -1.2427 2.8891 1.3840 -1.046 -0.199 -0.561
C -1.2496 3.4670 -0.1015 0.521 1.349 0.926
F -0.1548 3.4372 2.1474 -1.137 -0.753 -1.153
C -1.2516 -0.1672 -0.7847 2.228 -0.307 -0.379
C -2.8601 -0.1001 -0.7730 1.882 0.158 -0.005
O -3.2763 1.2867 -1.0135 -1.647 -1.418 1.205
C -4.6685 1.3256 -0.5743 0.513 0.639 -0.893
C -0.5234 -0.8892 -1.9247 0.913 0.651 1.025
C -1.2089 -1.5783 -3.1407 1.181 1.329 -0.565
Cl -0.7199 -0.9566 -4.7667 -1.684 -0.494 3.061
C -2.1839 -2.6389 -3.0928 -1.157 0.232 0.303
C -2.6317 -3.2594 -1.7200 -2.873 3.655 -4.579
Cl -2.8527 -3.2293 -4.6855 1.092 0.657 2.891
C 1.0404 -0.9460 -1.8786 0.879 0.858 0.327
N 1.9290 -1.6007 -2.8187 -0.380 2.009 4.187
S 3.4972 -1.3231 -2.2186 -5.597 -1.327 2.751
N 3.2649 -0.3733 -0.8177 -3.672 -1.461 -2.491
C 1.8377 -0.2540 -0.7374 -1.638 0.238 -0.159
H 2.7079 -0.0300 3.1767 -2.392 0.053 -0.475
H 1.6166 1.4841 3.7111 2.291 0.300 -1.318
H 2.5995 2.1246 1.1223 -2.223 -0.365 0.602
H -0.7321 1.0277 2.4842 -0.823 0.456 -1.545
H -2.3317 0.9178 1.6245 1.606 0.508 -0.480
H -2.2155 3.2510 1.8808 1.684 -0.404 -0.626
H -2.3238 3.4988 -0.4767 1.566 -0.376 0.200
H -0.9199 4.5707 -0.0166 -0.540 -1.555 -0.018
H -0.5127 2.9759 -0.8141 -1.191 0.207 0.844
H -3.2015 -0.4088 0.2695 0.333 0.102 -1.493
H -3.3191 -0.7173 -1.6155 0.747 0.592 1.300
H -4.7562 1.8469 0.4666 0.285 -1.214 -1.163
H -5.2149 1.9965 -1.3642 0.686 -1.512 0.934
H -5.1272 0.2848 -0.5513 0.263 1.468 0.026
H -3.7311 -2.9607 -1.5105 1.240 -0.353 -0.521
H -2.6557 -4.4045 -1.8928 -0.904 2.089 -0.543
H -1.9817 -2.9416 -0.8448 -1.826 1.225 -2.088
Mg -5.6476 3.6511 -0.2148 -0.351 1.125 0.190
C -0.3889 0.2333 5.9491 -0.896 1.131 0.456
C -1.5848 0.1234 5.0490 1.208 -1.808 -0.816
N -2.5826 0.1033 4.3637 1.414 1.833 0.483
H 0.4603 0.6241 5.3884 -0.187 -0.080 -0.088
H -0.6105 0.9087 6.7797 -0.101 0.097 -0.128
H -0.1335 -0.7474 6.3457 -0.193 0.127 -0.093
Cl -2.4921 2.4563 4.2639 -0.413 -1.454 0.759
B 6.5519 2.5880 -3.2716 1.230 -0.769 -0.518
O 5.8179 3.8742 -3.2834 0.222 1.092 0.644
C 6.5946 4.7711 -2.7019 -2.223 -0.110 -1.125
O 6.2877 5.9408 -2.5481 -1.593 1.089 -0.122
C 7.8578 4.1403 -2.2817 3.242 -0.969 1.171
O 8.7673 4.6884 -1.7269 -0.858 0.142 -0.325
O 7.8384 2.8482 -2.6152 -1.177 0.844 -0.160
O 5.7856 1.5543 -2.5462 -0.433 -0.604 -0.626
C 5.5645 0.5672 -3.3916 -0.576 0.328 2.301
O 4.9481 -0.4528 -3.1085 3.510 2.129 -1.924
C 6.1607 0.8863 -4.6988 1.029 -0.035 -3.125
O 6.1299 0.1926 -5.6761 -0.247 0.155 0.791
O 6.7475 2.0832 -4.6354 -0.643 -0.101 0.947
C 0.1792 -6.4496 -0.1273 -0.456 0.561 -0.285
C -0.7443 -5.3276 -0.4678 -0.746 0.900 -0.351
N -1.4742 -4.4435 -0.7390 6.905 -7.734 5.360
H -0.3393 -7.1780 0.4983 -0.053 0.133 -0.066
H 0.5189 -6.9409 -1.0409 -0.073 0.085 0.046
H 1.0449 -6.0652 0.4144 -0.124 0.059 -0.058
Be 4.1139 6.7395 -2.9690 1.388 -1.365 0.283
Cl -3.1700 -2.4216 1.9582 -0.176 -0.020 -0.294
C -4.1338 -2.6746 3.4371 -0.235 -0.098 0.407
C -4.0103 -4.0895 3.9618 0.080 0.031 0.069
Cl -4.7933 -5.2746 2.8867 0.053 0.029 -0.048
H -5.1702 -2.4174 3.2141 0.133 -0.107 -0.073
H -3.7614 -1.9701 4.1815 0.037 -0.125 -0.093
H -4.5029 -4.1687 4.9325 -0.010 0.095 -0.106
H -2.9663 -4.3822 4.0848 -0.108 0.073 -0.090
F -2.5514 0.7066 -5.2603 0.920 -0.808 0.392
Br -0.4640 -1.7699 3.9291 -0.801 0.222 0.067
Mg 2.0567 5.0659 -3.0566 0.434 0.408 0.011
```
Forces are in eV/Å.

Summary:
Net charge: +2
E: -212639.7783 eV
HOMO-LUMO gap: 1.71 eV